[1]
{"formula": "C3H8O2", "method": "the ωB97M-V functional and the def2-TZVPD basis", "symbols": ["H", "H", "H", "H", "C", "C", "H", "H", "H", "H", "C", "O", "O"], "coordinates": [[0.07458, -0.33993, 2.24842], [0.25959, -1.81847, 1.67909], [1.60470, 0.48839, -0.05687], [2.10270, -1.20841, -0.05385], [1.65027, -0.41246, 0.62343], [-1.76229, 0.58576, -1.48959], [-0.64123, 2.22678, -1.72689], [2.41624, 0.02572, 1.26129], [-2.73516, 0.95429, -0.99402], [-0.59763, -0.64992, 0.80805], [0.32186, -0.82344, 1.33096], [-1.20106, 1.61532, -2.16036], [-1.49257, -0.64363, -1.46966]], "forces_ev_per_angstrom": [[0.6412, 1.1707, 0.8849], [0.4757, -1.5302, -0.2135], [-0.9186, -0.9220, 0.3076], [-0.6457, 0.7999, 1.1798], [0.0722, 0.5539, -1.4019], [-1.5676, -3.6232, 1.3087], [0.8143, 0.7396, 1.1244], [0.1071, -0.8636, 0.6848], [1.2520, -0.6168, -0.3478], [-0.1015, -0.0629, -1.0685], [0.4146, 0.8362, -0.2672], [-0.2514, -1.9043, -1.5065], [-0.2923, 5.4228, -0.6850]], "mulliken_charge": [0.3412, 0.3178, 0.1659, 0.2399, -0.7244, 0.2211, 0.3257, 0.3309, 0.2964, 0.1487, -0.8168, -0.4170, -0.4294], "e_above_lowest_ev": 1.814, "charge": 0, "homo_ev": -10.925, "largest_force_ha_per_bohr": 0.106, "smiles": "O=CO.CC"}


[2]
{"formula": "C27H44O", "method": "the ωB97M-V functional and the def2-TZVPD basis", "symbols": ["C", "C", "C", "C", "H", "H", "H", "H", "C", "H", "C", "H", "H", "C", "H", "H", "C", "C", "H", "C", "H", "H", "C", "H", "H", "C", "C", "C", "H", "H", "C", "C", "C", "C", "C", "H", "H", "C", "H", "H", "H", "C", "H", "H", "H", "H", "H", "H", "H", "C", "H", "H", "C", "H", "H", "H", "C", "H", "H", "H", "H", "H", "C", "C", "H", "H", "H", "O", "C", "H", "H", "H"], "coordinates": [[-0.02125, -0.81167, 0.58477], [-0.73602, 0.85446, -3.95013], [1.93976, -5.06630, 3.12083], [0.27527, 1.41698, 1.53710], [4.34313, -3.53739, 2.75792], [-2.64834, -0.09121, -1.56210], [4.16712, -4.82308, 1.55864], [2.94752, -5.46595, 5.63127], [4.38601, -4.61271, 2.60330], [-0.95842, 3.57666, -4.99058], [0.78368, 3.34630, -2.25244], [1.09083, 2.06120, 1.86504], [1.29182, -5.67070, 3.76119], [-2.05467, 4.68030, -3.56522], [-2.35988, -2.65584, 1.94883], [1.78889, 0.33790, 0.46728], [1.23199, 2.50454, -1.10609], [-2.06371, -2.12970, 2.85148], [2.14007, -2.99897, 2.57700], [-2.85672, 3.73752, -2.70158], [-2.86660, 2.14753, -4.13256], [-2.00284, 0.01852, 0.80184], [0.71460, 0.53065, 0.35790], [0.04810, -2.84163, -0.17962], [0.83170, -1.66394, -1.21885], [3.39858, -5.33526, 3.51765], [-0.27057, 3.08969, -3.01054], [-1.59058, -0.12578, -1.29308], [1.79334, -5.41039, 2.09336], [-3.27096, 1.64162, -2.50190], [-0.54113, -2.04499, 2.96897], [-2.60472, 2.28076, -3.08098], [3.67009, -4.98148, 4.97833], [0.66120, -1.94427, -0.18262], [0.15003, -0.95746, 2.12051], [-2.52560, -1.14746, 2.85078], [-0.32038, -1.75269, 4.00530], [0.51934, 1.15191, -1.03466], [3.61278, -3.90715, 5.13417], [1.22363, -1.11989, 2.26680], [-0.02242, 4.86211, -4.22370], [-0.75034, 4.07175, -4.03774], [-1.10217, -0.82282, -1.97244], [-2.46017, -2.68304, 3.70104], [2.31321, 2.34807, -1.15922], [-0.71280, 1.34855, -4.91914], [0.25398, 0.44662, -3.76573], [3.56079, -6.41390, 3.39855], [1.00388, 0.48664, -1.75680], [0.04053, -3.45405, 2.77676], [-0.56335, -4.14202, 3.37518], [1.04306, 3.07901, -0.19470], [-0.14300, 0.45267, 2.65583], [5.40159, -4.94145, 2.81297], [-1.45155, 0.03842, -4.00801], [1.59837, -3.25179, 4.23860], [-1.13319, 1.85666, -2.85362], [0.41077, 0.63695, 3.57665], [4.66617, -5.31095, 5.26603], [-1.20101, 0.56651, 2.89020], [-0.06186, -3.76002, 1.73627], [-0.55841, 2.05769, 1.25240], [-1.47644, -0.65969, 0.13192], [-0.95718, 1.25977, -1.43308], [-1.45654, 1.94379, -0.73808], [-2.54460, 3.91474, -1.66771], [1.62578, -2.18301, 0.25919], [-2.40505, 5.79879, -3.84047], [1.49670, -3.60706, 3.21185], [-1.97600, -1.62726, 0.17113], [-3.91599, 3.99068, -2.77344], [1.35350, 4.25294, -2.41224]], "forces_ev_per_angstrom": [[0.2693, -0.1390, 0.1138], [-0.0312, 0.0981, 0.1887], [0.2457, 0.1225, 0.0959], [0.0764, 0.0116, 0.0480], [0.0220, 0.1529, -0.0181], [0.0028, -0.0672, -0.0943], [0.0226, 0.0216, -0.1582], [-0.0667, -0.0268, 0.1442], [-0.1406, -0.2226, 0.1239], [-0.0011, -0.0235, -0.0913], [0.1418, 0.0310, 0.1184], [-0.0534, 0.0926, -0.0508], [-0.0733, -0.0573, -0.0238], [0.0234, -0.1393, 0.0245], [-0.0806, -0.0494, -0.1026], [0.0173, -0.0621, 0.0220], [-0.1066, -0.2107, -0.0813], [0.2046, 0.1167, 0.0988], [0.0789, 0.1086, 0.0286], [-0.3532, -0.0301, 0.0552], [-0.0490, -0.0696, -0.0407], [-0.1546, 0.0385, 0.1183], [-0.0790, -0.0348, -0.1444], [-0.0353, -0.1519, -0.0391], [0.0423, -0.0398, -0.1605], [-0.0572, 0.0279, -0.0180], [0.0611, -0.0203, -0.1162], [-0.1115, 0.2416, 0.2455], [-0.0640, -0.0615, -0.0419], [-0.0206, -0.0540, -0.0782], [0.0148, -0.1852, -0.2030], [0.0539, 0.1047, 0.1282], [-0.0325, -0.1698, -0.2378], [-0.1546, 0.1923, 0.0347], [-0.1914, 0.0523, 0.2051], [-0.1552, 0.1070, -0.0317], [0.0131, -0.0348, -0.0213], [0.0711, 0.2134, 0.2314], [-0.0025, 0.1409, 0.0686], [0.0469, 0.0368, -0.0633], [-0.0764, -0.0037, -0.0318], [0.2203, 0.2078, -0.0664], [-0.0029, -0.0457, -0.1246], [-0.0607, -0.0570, 0.0541], [0.0263, 0.0156, 0.0794], [-0.0131, 0.0345, -0.1090], [0.1057, -0.0952, -0.0131], [-0.0031, 0.0616, 0.0091], [-0.0192, -0.0129, -0.0473], [0.1915, 0.3205, 0.2908], [-0.0480, -0.0836, -0.0389], [0.0749, -0.0199, 0.0691], [0.0922, -0.0587, -0.0248], [0.1315, 0.0166, -0.0142], [-0.0783, -0.1165, -0.0483], [0.0525, 0.1060, 0.0537], [0.0289, -0.1133, 0.0450], [-0.0514, -0.0180, 0.0654], [0.1008, 0.0035, 0.0864], [-0.0603, -0.0016, 0.0521], [-0.0743, -0.0892, -0.0815], [-0.0073, 0.1223, -0.0184], [0.0993, -0.0574, -0.1991], [0.1360, -0.2748, -0.2636], [-0.0642, 0.0658, 0.0674], [-0.0129, 0.0177, 0.0631], [0.1503, -0.0382, 0.0608], [-0.0383, 0.1153, -0.0400], [-0.1986, -0.3338, -0.1779], [-0.0526, 0.0081, 0.1161], [0.0737, 0.0906, 0.0329], [-0.0163, 0.1720, -0.1241]], "mulliken_charge": [2.5991, -1.9018, -1.0369, -1.2025, 0.2965, 0.4580, 0.3666, 0.3691, -1.5694, 0.2684, -1.4082, 0.6518, 0.3439, 0.3057, 0.3160, 0.8830, -0.9541, -1.9951, 0.1091, -0.4987, 0.5690, 0.4413, -0.7431, 0.3883, 0.4880, 0.7270, 0.5816, -1.5367, 0.3762, 0.2847, 0.4842, -1.4241, -1.5685, -2.1711, -0.5289, 0.3896, 0.4353, -0.4106, 0.3077, 0.2901, 0.4674, -1.3742, 0.4129, 0.5484, 0.4667, 0.5108, 0.3062, 0.3434, 0.4946, -1.0630, 0.5455, 0.3541, -1.3211, 0.4524, 0.4290, 0.1598, 2.2599, 0.4577, 0.4494, 0.3531, 0.0752, 0.1079, -1.4586, 0.4511, 0.3842, 0.2662, 0.3866, -0.5973, -0.0457, 0.4768, 0.4992, 0.4211], "e_above_lowest_ev": 0.044, "charge": 0, "homo_ev": -8.820, "largest_force_ha_per_bohr": 0.009, "smiles": "CC(C)CCC[C@H](C)[C@@H]1CC[C@@H]2[C@@H]3CC=C4CC(=O)CC[C@]4(C)[C@H]3CC[C@@]21C"}


[3]
{"formula": "C12H19NO2", "method": "the ωB97M-V functional and the def2-TZVPD basis", "symbols": ["C", "H", "H", "C", "H", "H", "H", "C", "C", "C", "H", "H", "C", "N", "H", "H", "H", "C", "C", "H", "C", "H", "O", "H", "C", "O", "H", "C", "H", "H", "H", "H", "H", "C"], "coordinates": [[1.05972, 1.01941, -2.60918], [2.01043, -2.27826, 0.45835], [-0.64227, -1.04395, -4.00090], [-1.20497, -0.97360, 2.27129], [-1.78482, 1.85780, -2.79594], [1.46576, 0.07876, -0.68834], [-2.37952, 1.53629, -0.27760], [2.25796, -1.75414, 1.48036], [-0.17653, -1.65781, 1.70045], [1.32535, 0.20707, 2.41628], [3.19948, -1.15989, 1.32518], [-0.65654, -1.61356, -2.09658], [-1.28242, 1.47195, -2.00706], [-0.31125, 0.49663, -2.56701], [-1.16994, 0.01195, -0.37076], [2.41692, 0.61167, 2.42756], [-2.17462, -0.64813, -3.16446], [1.12901, -1.03812, 1.90256], [-1.00135, -0.73123, -3.06139], [0.27195, 2.00612, 2.99562], [1.99007, 0.43312, -1.59401], [-2.14043, -1.44982, 2.36505], [-2.22601, 0.85918, 3.37692], [2.78019, 1.12082, -1.37042], [-1.01350, 0.33059, 2.85523], [1.43936, 1.95824, -3.19551], [-0.73446, 2.27781, -1.50505], [-2.03393, 0.61906, -0.79902], [-2.13540, 1.78961, 3.33593], [2.57517, -2.51656, 2.12890], [-3.32894, 0.25678, -1.02283], [-0.26438, -2.72443, 1.35173], [2.58195, -0.33525, -2.12306], [0.15797, 0.98187, 2.85771]], "forces_ev_per_angstrom": [[-1.3469, -2.7154, 2.0606], [0.7417, 0.8086, 1.7349], [0.6831, -0.5618, -0.9700], [0.8476, 0.6708, 0.6149], [-2.4896, 1.3213, -2.0086], [0.4559, -0.1141, -0.5346], [0.6628, -0.9276, 1.1261], [3.1417, -1.8052, -4.2518], [1.5050, 0.5210, 1.4922], [-0.5301, 1.8002, 0.3512], [-1.0101, -0.2171, -0.0132], [-1.6047, 1.8865, -3.2712], [1.9300, -3.5577, 2.9122], [-0.7732, 1.1606, -0.8549], [-2.0696, 0.4639, -0.1050], [-2.3200, -0.5136, 0.1121], [2.5746, 0.1671, 0.6699], [-2.3562, 0.4237, -0.0902], [0.7345, -1.1424, 4.2507], [0.0194, 1.6007, 0.8812], [0.2844, -1.4625, -0.0919], [-1.2093, -0.0659, -0.0339], [1.3113, -1.5902, -0.7193], [0.0861, 0.8077, 0.3647], [-3.0355, -1.2817, -0.1455], [-0.2121, 2.4810, -2.1744], [-0.0527, -0.1741, -0.1026], [-2.8571, 2.8242, -2.0640], [-0.0572, 1.6096, 0.1751], [0.1612, -1.3223, 1.0538], [4.5450, 0.0388, 0.3242], [0.0931, 1.4380, 0.1533], [-0.5538, -0.4494, 0.4813], [2.7003, -2.1231, -1.3274]], "mulliken_charge": [0.1629, 0.2874, 0.3954, -0.3649, 0.4945, -0.1269, 0.2780, -1.6030, -0.6688, -0.5148, 0.3339, 0.1472, -0.9287, 0.1563, 0.1069, 0.1933, 0.2245, 1.0271, -0.7443, 0.4044, -0.5422, 0.4699, -0.5386, 0.4690, 0.6535, -0.5234, 0.3638, -0.5609, 0.2878, 0.4508, 0.2942, 0.3405, 0.3118, -0.7366], "e_above_lowest_ev": 5.310, "charge": 0, "homo_ev": -8.185, "largest_force_ha_per_bohr": 0.109}